1.
A single C21H29N3O2 molecule at a distorted geometry. Source: the OMol25 dataset; level of theory: the ωB97M-V functional and the def2-TZVPD basis.

ORCA input file:
```
! RIJCOSX wB97M-V def2-TZVPD def2/J DEFGRID3
* xyz 0 1
C 1.770 -4.586 -0.271
C 0.629 -3.616 -0.270
C -0.312 -3.610 -1.289
C -1.349 -2.692 -1.308
C -1.479 -1.749 -0.299
C -0.543 -1.765 0.733
C 0.492 -2.677 0.746
H 1.204 -2.664 1.560
H -0.627 -1.043 1.532
C -2.585 -0.700 -0.241
C -1.871 0.607 -0.243
N -1.718 1.351 -1.301
O -0.942 2.398 -0.895
C -0.685 2.203 0.402
N -1.236 1.119 0.854
C 0.277 3.080 1.126
N 1.651 2.644 0.938
C 1.903 1.289 1.400
H 1.541 1.196 2.425
C 3.412 1.022 1.352
C 3.737 -0.407 1.763
H 3.398 -0.591 2.779
H 3.245 -1.100 1.086
H 4.809 -0.569 1.706
O 3.903 1.215 0.041
C 3.648 2.521 -0.430
C 4.231 2.636 -1.831
H 3.739 1.928 -2.493
H 4.093 3.643 -2.215
H 5.291 2.403 -1.805
C 2.141 2.806 -0.419
H 1.959 3.834 -0.740
H 1.648 2.121 -1.128
H 4.135 3.246 0.246
H 3.909 1.739 2.028
H 1.395 0.535 0.777
H 0.190 4.106 0.762
H 0.049 3.042 2.194
C -3.612 -0.751 -1.384
H -3.995 0.257 -1.549
H -3.189 -1.093 -2.323
C -4.726 -1.637 -0.840
H -5.648 -1.550 -1.413
H -4.411 -2.682 -0.837
C -4.869 -1.128 0.591
H -5.396 -1.829 1.237
H -5.419 -0.186 0.588
C -3.425 -0.901 1.051
H -3.336 -0.039 1.711
H -3.060 -1.774 1.590
H -2.055 -2.737 -2.122
H -0.236 -4.335 -2.087
H 2.648 -4.128 -0.729
H 2.034 -4.874 0.745
H 1.521 -5.479 -0.839
*
```

Structure (SMILES) ... Cc1ccc(C2(c3noc(CN4C[C@@H](C)O[C@@H](C)C4)n3)CCCC2)cc1
ΔE to the lowest compared entry with this formula, charge and spin ... 281.9 kJ/mol
HOMO-LUMO gap ... 9.605 eV

natural (NBO) population analysis, charges in e, atoms 1 to 4:
1 C -0.629
2 C -0.013
3 C -0.203
4 C -0.227

2.
A single C4H11N3 molecule at a distorted geometry. Source: the OMol25 dataset; level of theory: the ωB97M-V functional and the def2-TZVPD basis.

ORCA input file:
```
! RIJCOSX wB97M-V def2-TZVPD def2/J DEFGRID3
* xyz 0 1
C -0.813 1.705 -0.790
C -1.460 0.819 0.342
C -0.528 -0.316 0.754
N 1.885 -1.818 0.551
C 0.935 -2.024 -0.198
N -0.299 -1.374 -0.358
N 0.422 2.344 -0.224
H -0.773 1.049 -1.670
H -1.464 2.513 -1.017
H -2.459 0.517 0.022
H -1.840 1.564 1.159
H 0.386 0.078 1.117
H -1.023 -0.882 1.541
H 1.698 -1.272 1.384
H 1.042 -2.617 -1.131
H -0.495 -0.973 -1.270
H 1.116 1.706 0.187
H 0.953 3.148 -0.752
*
```

Structure (SMILES) ... [H]/N=C\NCCCN
ΔE to the lowest compared entry with this formula, charge and spin ... 246.0 kJ/mol
HOMO-LUMO gap ... 10.250 eV

natural (NBO) population analysis, charges in e, atoms 1 to 4:
1 C -0.208
2 C -0.424
3 C -0.247
4 N -0.684

3.
A single C3H9N2S molecule at a distorted geometry. Source: the OMol25 dataset; level of theory: the ωB97M-V functional and the def2-TZVPD basis.

ORCA input file:
```
! RIJCOSX wB97M-V def2-TZVPD def2/J DEFGRID3
* xyz 0 2
C -0.893 -0.534 -0.062
C -0.641 -1.629 0.974
S -1.654 -1.631 2.411
N 0.215 -0.332 -1.008
C 0.637 1.017 -1.142
N 1.180 1.650 0.066
H -0.954 0.387 0.531
H -1.870 -0.624 -0.537
H -0.632 -2.615 0.504
H 0.399 -1.492 1.315
H 0.996 -0.892 -0.682
H 1.372 1.081 -1.938
H -0.183 1.656 -1.503
H 1.175 2.657 0.116
H 0.853 1.301 0.954
*
```

ΔE to the lowest compared entry with this formula, charge and spin ... 39.5 kJ/mol
HOMO-LUMO gap (alpha / beta) ... 10.145 / 6.920 eV

natural (NBO) population analysis, charges in e, atoms 1 to 4:
1 C -0.233
2 C -0.631
3 S 0.149
4 N -0.616

4.
C27H23FeN6O7PS as an isolated structure at a distorted geometry. Source: the OMol25 dataset; level of theory: the ωB97M-V functional and the def2-TZVPD basis.

ORCA input file:
```
! RIJCOSX wB97M-V def2-TZVPD def2/J DEFGRID3
* xyz 1 2
Fe -1.631 -0.072 0.004
N -0.097 -1.264 2.347
P 0.289 -1.341 0.692
C 1.126 -2.914 0.466
C 2.335 -3.132 1.131
C 2.945 -4.371 1.039
C 2.364 -5.380 0.276
C 1.177 -5.153 -0.403
C 0.550 -3.918 -0.308
C 1.649 -0.170 0.515
C 2.030 0.721 1.509
C 3.019 1.660 1.249
C 3.610 1.723 -0.004
C 3.230 0.831 -1.000
C 2.249 -0.112 -0.743
C -1.423 -1.327 2.713
C -1.811 -1.708 3.999
C -3.150 -1.734 4.302
C -4.090 -1.416 3.321
C -3.637 -1.061 2.080
N -2.321 -0.993 1.774
H 0.562 -1.640 3.017
H 2.806 -2.338 1.699
H 3.877 -4.550 1.559
H 2.843 -6.348 0.214
H 0.735 -5.936 -1.005
H -0.376 -3.735 -0.840
H 1.556 0.688 2.482
H 3.321 2.355 2.022
H 4.361 2.473 -0.212
H 3.697 0.876 -1.976
H 1.946 -0.805 -1.523
H -1.063 -1.986 4.729
H -3.472 -2.014 5.297
H -5.151 -1.451 3.522
H -4.322 -0.813 1.285
O -0.121 3.342 -1.195
C -0.263 2.133 -1.213
O -0.566 1.447 -0.133
C -0.062 1.359 -2.462
C 0.809 1.827 -3.433
C 0.979 1.104 -4.592
C 0.308 -0.086 -4.809
C -0.521 -0.550 -3.816
C -0.751 0.167 -2.637
O -1.624 -0.275 -1.743
N -1.131 -1.879 -3.992
O -1.132 -2.620 -3.027
O -1.551 -2.157 -5.091
N 1.931 1.582 -5.610
O 1.991 0.961 -6.649
O 2.596 2.558 -5.332
H 1.352 2.749 -3.279
H 0.456 -0.650 -5.719
S -3.429 1.489 0.412
C -2.525 2.805 1.086
N -2.203 2.888 2.374
C -1.541 4.158 2.694
C -1.308 4.747 1.288
N -2.136 3.881 0.444
H -2.578 2.253 3.057
H -0.611 3.981 3.230
H -2.186 4.786 3.307
H -0.270 4.675 0.965
H -1.629 5.782 1.203
H -2.017 3.893 -0.559
*
```

ΔE to the lowest compared entry with this formula, charge and spin ... 0.0 kJ/mol
HOMO-LUMO gap (alpha / beta) ... 7.332 / 8.016 eV

natural (NBO) population analysis, charges in e, atoms 1 to 4:
1 Fe 1.185
2 N -0.891
3 P 1.190
4 C -0.329

5.
C23H11AuCl5NO2 as an isolated structure at a distorted geometry. Source: the OMol25 dataset; level of theory: the ωB97M-V functional and the def2-TZVPD basis.

ORCA input file:
```
! RIJCOSX wB97M-V def2-TZVPD def2/J DEFGRID3
* xyz 0 1
Au 0.731 0.856 -0.667
Cl 3.863 1.229 -0.635
C 2.965 2.696 -0.869
C 1.590 2.640 -1.024
C 0.880 3.807 -1.236
Cl -0.824 3.720 -1.514
C 1.528 5.037 -1.264
Cl 0.633 6.481 -1.519
C 2.910 5.090 -1.086
Cl 3.719 6.606 -1.104
C 3.634 3.916 -0.904
Cl 5.341 3.971 -0.721
C -4.188 1.169 0.186
C -2.685 1.214 0.311
O -1.985 0.972 -0.646
C -2.066 1.525 1.643
C -2.907 1.574 2.755
C -2.439 1.744 4.047
C -1.074 1.840 4.255
C -0.212 1.803 3.177
C -0.677 1.718 1.854
O 0.307 1.958 0.980
H -4.428 0.995 -0.860
H -4.646 2.101 0.520
H -4.602 0.360 0.788
H -3.971 1.462 2.607
H -3.133 1.783 4.875
H -0.678 1.938 5.257
H 0.858 1.892 3.303
N 0.907 -9.074 -2.266
C 0.883 -7.941 -2.075
C 0.850 -6.517 -1.834
C 0.081 -5.696 -2.654
C 0.057 -4.335 -2.422
C 0.802 -3.779 -1.378
C 1.570 -4.617 -0.563
C 1.593 -5.980 -0.786
C 0.772 -2.369 -1.150
C 0.746 -1.168 -0.956
H -0.493 -6.127 -3.463
H -0.538 -3.683 -3.047
H 2.144 -4.184 0.244
H 2.185 -6.630 -0.157
*
```

HOMO-LUMO gap (alpha / beta) ... 5.655 / 5.653 eV

natural (NBO) population analysis, charges in e, atoms 1 to 4:
1 Au 1.202
2 Cl 0.054
3 C -0.083
4 C -0.169

6.
C25H43BrN3O8PS as an isolated structure at a distorted geometry. Source: the OMol25 dataset; level of theory: the ωB97M-V functional and the def2-TZVPD basis.

ORCA input file:
```
! RIJCOSX wB97M-V def2-TZVPD def2/J DEFGRID3
* xyz 0 1
C -7.887 -4.515 2.177
C -7.432 -3.166 2.715
C -6.103 -2.643 2.098
Br -4.854 -4.090 1.691
C -6.430 -1.837 0.860
C -6.316 -2.365 -0.465
C -6.664 -1.616 -1.545
P -6.520 -2.396 -3.188
N -7.133 -3.845 -3.249
C -7.135 -0.288 -1.387
N -7.506 0.582 -2.324
S -7.940 1.922 -1.567
N -7.684 1.499 -0.035
C -7.231 0.249 -0.070
C -6.864 -0.560 1.032
H -7.714 -4.532 1.102
H -8.953 -4.676 2.317
H -7.339 -5.354 2.593
H -8.190 -2.453 2.404
H -7.394 -3.130 3.801
H -5.575 -2.025 2.811
H -5.952 -3.370 -0.614
H -5.148 -2.413 -3.522
H -7.176 -1.562 -4.110
H -7.534 -4.126 -2.364
H -6.928 -0.152 2.032
O -1.455 -5.640 1.207
C -0.882 -4.598 1.033
O -0.118 -4.450 -0.062
C 0.462 -3.190 -0.427
C 1.768 -2.941 0.293
C -0.937 -3.485 2.054
H -0.247 -2.380 -0.276
H 0.641 -3.256 -1.499
H 1.629 -2.891 1.373
H 2.213 -2.008 -0.040
H 2.464 -3.760 0.092
H -0.221 -3.700 2.846
H -1.939 -3.467 2.476
H -0.741 -2.493 1.651
O 0.595 -0.257 0.571
C 1.167 0.792 0.405
O 1.903 0.950 -0.698
C 2.520 2.200 -1.061
C 3.850 2.354 -0.357
C 1.141 1.880 1.451
H 1.846 3.034 -0.884
H 2.669 2.149 -2.137
H 3.734 2.379 0.727
H 4.349 3.266 -0.669
H 4.493 1.503 -0.588
H 1.880 1.645 2.217
H 0.152 1.891 1.903
H 1.333 2.876 1.061
O 6.499 1.219 1.594
C 6.307 0.038 1.501
O 5.225 -0.489 2.105
C 4.799 -1.843 1.918
C 5.530 -2.799 2.838
C 7.279 -0.872 0.787
H 4.881 -2.131 0.869
H 3.737 -1.841 2.158
H 6.602 -2.809 2.640
H 5.147 -3.812 2.716
H 5.396 -2.496 3.877
H 8.099 -1.107 1.464
H 7.674 -0.335 -0.073
H 6.840 -1.796 0.419
O 3.026 5.019 -1.866
C 3.679 5.987 -2.152
O 3.280 6.754 -3.179
C 3.884 8.009 -3.504
C 5.115 7.837 -4.370
C 4.970 6.309 -1.435
H 4.089 8.584 -2.600
H 3.122 8.556 -4.055
H 5.894 7.273 -3.856
H 5.523 8.809 -4.650
H 4.862 7.288 -5.276
H 5.766 5.699 -1.861
H 4.850 6.049 -0.386
H 5.258 7.356 -1.479
*
```

HOMO-LUMO gap ... 7.396 eV

Löwdin population analysis, charges in e, atoms 1 to 4:
1 C -0.140
2 C -0.262
3 C -0.607
4 Br 0.817